30
Properties=species:S:1:pos:R:3 method="wB97M-V/def2-TZVPD" homo_lumo_gap_ev="5.64 / 6.93" molar_mass_da=223.10 lumo_energy_ev="3.738 / 3.646" total_charge=-1 spin_multiplicity=6
C -0.491 0.780 -2.033
C 0.919 0.902 -1.759
C 1.084 1.641 -0.538
C -0.214 2.027 -0.077
C -1.189 1.485 -0.979
Fe -0.181 -0.244 -0.120
N -1.725 -0.744 0.078
C -0.202 -2.067 -0.484
C 1.152 -1.517 -0.578
H 2.030 1.894 -0.072
H 1.728 0.535 -2.381
H -0.426 2.699 0.755
H -2.266 1.667 -0.923
H -0.939 0.346 -2.905
H 1.565 -1.525 -1.624
H -0.340 -2.828 0.314
H -2.534 -1.379 -0.143
H 1.822 -1.857 0.254
H -0.693 -2.389 -1.448
C -1.331 0.018 3.162
C 0.031 0.486 2.685
C 1.098 0.443 3.759
O 0.524 -0.280 1.597
H -1.267 -1.020 3.501
H -2.077 0.073 2.367
H -1.661 0.643 4.001
H -0.089 1.537 2.358
H 1.218 -0.590 4.101
H 2.053 0.768 3.341
H 0.839 1.083 4.608

30
Properties=species:S:1:pos:R:3 method="wB97M-V/def2-TZVPD" homo_lumo_gap_ev=7.04 molar_mass_da=181.26 lumo_energy_ev=-5.057 total_charge=+1 spin_multiplicity=1
C 0.814 -1.990 2.519
C 0.477 -1.544 1.431
C 1.894 1.718 -1.152
C 1.636 -1.421 -0.698
C 2.966 -0.546 -0.388
C 0.543 -1.035 0.128
C -1.771 1.611 -0.768
C -2.873 -0.505 -0.014
C -1.670 0.766 1.632
C -1.608 0.406 0.143
N 2.556 0.900 -0.219
N -0.425 -0.252 -0.346
O 1.948 1.363 -2.421
H 0.924 -2.469 3.521
H 1.220 -1.027 -1.751
H 1.927 -2.437 -0.634
H 3.435 -0.902 0.552
H 3.558 -0.803 -1.212
H -1.621 1.250 -1.765
H -2.789 1.817 -0.745
H -1.053 2.496 -0.469
H -2.933 -1.284 0.679
H -2.916 -0.831 -1.034
H -3.800 0.132 0.223
H -1.863 -0.083 2.242
H -0.758 1.123 2.013
H -2.516 1.522 1.774
H 2.337 1.191 0.793
H 2.673 0.764 -2.713
H -0.309 0.072 -1.324

31
Properties=species:S:1:pos:R:3 method="wB97M-V/def2-TZVPD" homo_lumo_gap_ev="5.07 / 6.50" molar_mass_da=197.26 lumo_energy_ev="3.506 / 3.624" total_charge=-1 spin_multiplicity=1
C -0.881 1.030 0.121
C 0.370 -1.193 1.173
C -1.014 -1.468 0.601
C 1.471 -0.821 0.148
C -1.484 -0.352 -0.333
C 1.329 0.483 -0.549
C -1.663 2.210 0.681
C 2.821 -0.882 0.934
C -3.086 -0.405 -0.331
C 2.300 0.973 -1.602
N -1.097 -0.689 -1.685
N 0.328 1.405 -0.185
O -1.426 -1.840 -2.010
O 0.642 2.676 -0.250
H 0.347 -0.437 1.900
H 0.679 -2.227 1.694
H -0.995 -2.435 0.069
H -1.807 -1.472 1.405
H 1.747 -1.562 -0.660
H -2.505 1.935 1.241
H -1.720 2.975 -0.150
H -0.908 2.713 1.276
H 3.651 -0.486 0.348
H 3.200 -1.875 1.168
H 2.591 -0.241 1.777
H -3.379 0.071 -1.428
H -3.623 -0.044 0.589
H -3.438 -1.411 -0.422
H 2.713 0.180 -2.037
H 3.031 1.638 -1.137
H 1.806 1.552 -2.348

31
Properties=species:S:1:pos:R:3 method="wB97M-V/def2-TZVPD" homo_lumo_gap_ev=7.00 molar_mass_da=195.27 lumo_energy_ev=-10.570 total_charge=+2 spin_multiplicity=1
C -2.248 -1.672 -0.667
C -3.118 -0.632 -0.676
C -0.976 -1.622 0.070
C -0.494 -0.150 0.133
C -2.738 0.660 -0.100
C 1.780 1.122 -2.131
C -1.036 2.197 0.561
C -1.113 -2.110 1.520
C 2.845 -0.229 1.308
C 2.648 0.734 -1.000
N -1.361 0.825 0.355
N 0.757 0.092 0.220
N 1.995 0.172 0.153
O -3.436 1.626 0.059
H -2.551 -2.698 -1.118
H -4.200 -0.735 -1.124
H -0.323 -2.083 -0.609
H 2.355 1.365 -3.047
H 1.279 0.164 -2.524
H 0.954 1.843 -2.046
H -1.937 2.497 1.207
H -0.040 2.241 1.215
H -1.192 2.766 -0.250
H -1.585 -3.132 1.281
H -2.042 -1.725 2.123
H -0.129 -2.085 2.015
H 2.985 0.531 2.005
H 3.822 -0.728 1.047
H 2.298 -0.947 1.855
H 3.299 1.581 -0.437
H 3.505 0.132 -1.397

34
Properties=species:S:1:pos:R:3 method="wB97M-V/def2-TZVPD" homo_lumo_gap_ev=9.75 molar_mass_da=243.26 lumo_energy_ev=0.386 spin_multiplicity=1
N -4.309 -0.938 0.098
C -4.202 0.415 0.503
O -5.157 1.127 0.806
C -2.845 0.823 0.752
C -1.567 -0.140 0.670
C -1.054 -0.667 -0.656
N -1.699 -1.963 -0.893
C 0.389 -1.021 -0.459
O 0.866 -2.122 -0.299
N 1.335 -0.046 -0.729
C 0.999 1.440 -0.751
C 2.458 2.021 -0.577
C 3.458 0.857 -0.735
C 2.661 -0.342 -0.236
C 2.757 -0.389 1.311
O 1.934 0.032 2.069
O 3.847 -1.188 1.497
H -3.386 -1.466 -0.269
H -5.240 -1.278 -0.098
H -2.689 1.651 0.038
H -2.869 1.430 1.624
H -0.777 0.255 1.258
H -1.828 -1.023 1.231
H -1.276 0.017 -1.563
H -1.330 -2.576 -0.106
H -1.319 -2.466 -1.823
H 0.397 1.695 -1.718
H 0.319 1.685 0.206
H 2.653 2.791 -1.429
H 2.545 2.578 0.444
H 4.419 0.904 -0.086
H 3.645 0.717 -1.826
H 2.965 -1.251 -0.721
H 3.900 -1.562 2.466

31
Properties=species:S:1:pos:R:3 method="wB97M-V/def2-TZVPD" homo_lumo_gap_ev=11.16 molar_mass_da=193.27 lumo_energy_ev=-2.586 total_charge=+1 spin_multiplicity=1
C 0.046 0.917 2.406
C -0.306 1.424 1.026
N 0.092 0.535 -0.011
C -0.128 1.211 -1.357
C 0.037 0.080 -2.388
C -0.573 -0.815 0.085
C -2.051 -0.996 0.115
C 0.143 -1.919 0.101
C 1.573 -2.098 0.200
N 2.188 -0.821 0.128
N 3.515 -0.539 -0.033
C 3.576 0.734 -0.204
N 2.370 1.399 -0.179
C 1.548 0.420 0.057
H -0.322 -0.176 2.620
H 1.056 1.067 2.468
H -0.341 1.446 3.235
H 0.039 2.310 0.658
H -1.446 1.627 1.147
H -1.175 1.575 -1.221
H 0.557 2.058 -1.342
H 0.926 -0.468 -2.337
H -0.651 -0.752 -2.470
H 0.024 0.589 -3.437
H -2.286 -0.787 1.114
H -2.422 -1.932 -0.136
H -2.499 -0.187 -0.373
H -0.467 -2.915 0.109
H 2.020 -2.411 1.210
H 2.109 -2.765 -0.651
H 4.517 1.312 -0.370

32
Properties=species:S:1:pos:R:3 method="wB97M-V/def2-TZVPD" homo_lumo_gap_ev=8.52 molar_mass_da=207.28 lumo_energy_ev=-6.960 total_charge=+2 spin_multiplicity=1
C -1.560 -3.786 -2.519
N -0.560 -3.031 -1.680
C 0.473 -3.613 -1.131
C 1.284 -2.973 -0.244
C 1.158 -1.564 -0.101
C 0.033 -0.928 -0.774
C -0.226 0.475 -0.690
N 0.668 1.253 0.106
C 1.274 2.359 -0.312
N 2.166 2.994 0.453
N 0.978 0.729 1.338
C 0.473 1.108 2.443
C -0.612 2.176 2.542
N -0.892 2.763 1.299
C -0.814 -1.748 -1.529
H -1.878 -3.053 -3.343
H -1.167 -4.736 -2.955
H -2.377 -4.140 -1.964
H 0.398 -4.674 -1.224
H 2.044 -3.454 0.337
H 1.812 -1.009 0.498
H -0.363 0.962 -1.642
H -1.219 0.506 -0.278
H 1.034 2.865 -1.367
H 2.124 2.734 1.386
H 2.480 3.864 0.073
H 0.879 0.505 3.337
H -0.095 2.916 3.286
H -1.547 1.668 2.966
H -0.889 3.711 1.415
H -1.742 2.405 0.790
H -1.856 -1.468 -1.926

34
Properties=species:S:1:pos:R:3 method="wB97M-V/def2-TZVPD" homo_lumo_gap_ev=9.06 molar_mass_da=255.35 lumo_energy_ev=0.269 spin_multiplicity=1
C 2.263 -2.863 2.739
C 1.958 -1.368 2.486
H 1.968 -1.009 3.460
H 1.069 -1.185 2.075
C 3.215 -0.535 1.553
N 2.921 0.801 1.660
C 1.980 1.517 1.010
N 2.193 2.632 1.003
N 3.159 2.734 1.952
N 3.518 1.683 2.277
S 0.969 0.402 -0.228
C 0.083 1.934 -0.841
H 0.211 2.391 -1.993
C -1.576 1.691 -0.545
O -2.053 2.336 0.228
N -2.138 0.940 -1.256
C -1.565 0.305 -2.459
C -2.688 -0.575 -3.009
H -2.407 -1.694 -3.628
C -3.683 -0.849 -1.805
C -3.430 0.522 -1.250
H -3.732 0.397 0.068
H -4.202 1.172 -1.594
H -4.705 -1.056 -2.060
H -3.170 -1.812 -1.460
H -3.210 -0.063 -3.928
H -1.028 0.982 -3.217
H -0.776 -0.710 -2.103
H 0.280 2.922 -0.076
H 3.075 -1.088 0.738
H 4.148 -0.929 2.114
H 1.692 -3.324 3.230
H 2.299 -3.380 1.721
H 3.361 -2.920 3.137

29
Properties=species:S:1:pos:R:3 method="wB97M-V/def2-TZVPD" homo_lumo_gap_ev=9.68 molar_mass_da=167.25 lumo_energy_ev=0.997 spin_multiplicity=1
N -2.552 -1.259 2.808
C -2.958 0.077 2.371
C -2.218 0.524 1.123
C -2.165 2.034 0.822
C -0.704 1.945 1.279
O -0.784 0.526 1.443
H -1.540 -1.301 2.736
H -2.905 -1.942 2.141
H -4.040 0.125 2.247
H -2.702 0.803 3.171
H -2.354 -0.116 0.224
H -2.824 2.621 1.467
H -2.289 2.264 -0.249
H -0.511 2.439 2.255
H 0.039 2.234 0.521
C 0.315 -0.017 -1.344
C 1.505 -0.555 -1.578
C 2.417 -0.028 -2.640
C 3.630 -0.920 -2.566
C 3.530 -1.808 -1.581
C 2.206 -1.686 -0.861
H -0.028 0.851 -1.927
H -0.387 -0.348 -0.578
H 2.679 1.034 -2.466
H 1.916 -0.034 -3.629
H 4.470 -0.825 -3.222
H 4.275 -2.558 -1.298
H 2.340 -1.457 0.213
H 1.639 -2.623 -0.882

30
Properties=species:S:1:pos:R:3 method="wB97M-V/def2-TZVPD" homo_lumo_gap_ev=9.12 molar_mass_da=199.32 lumo_energy_ev=0.337 spin_multiplicity=1
C -0.139 -1.514 1.302
C -0.151 0.067 -0.631
C 1.125 -1.801 1.485
C -0.732 -0.763 0.220
C -2.764 0.474 -0.466
C -2.697 -2.013 -0.788
C 1.607 1.672 1.220
C 2.345 2.365 -1.193
C -2.294 -0.833 0.145
C 2.302 1.238 -0.147
N 1.610 0.007 -0.581
O 1.970 -2.621 -0.888
S 2.272 -1.494 0.035
H -0.786 -1.789 2.147
H -0.296 0.843 -1.335
H 1.445 -2.297 2.298
H -2.277 0.701 -1.426
H -2.767 1.232 0.191
H -3.895 0.295 -0.697
H -3.851 -2.067 -0.805
H -2.296 -2.897 -0.300
H -2.172 -1.921 -1.670
H 0.556 2.136 1.163
H 1.654 0.976 2.025
H 2.311 2.427 1.579
H 2.546 3.210 -0.549
H 1.386 2.269 -1.708
H 3.188 2.115 -1.923
H -2.583 -1.077 1.095
H 3.383 1.059 0.202

32
Properties=species:S:1:pos:R:3 method="wB97M-V/def2-TZVPD" homo_lumo_gap_ev="7.74 / 7.82" molar_mass_da=217.24 lumo_energy_ev="3.224 / 3.187" total_charge=-1 spin_multiplicity=1
C 1.291 -0.537 -3.184
C 0.041 -0.308 -2.729
C -1.243 -0.219 -3.548
C 0.245 -2.111 1.823
C 0.891 1.311 1.759
C -2.114 1.539 0.062
C 0.006 -1.850 0.400
C 0.936 0.513 0.452
C -1.714 0.026 0.251
C -0.234 -0.370 0.100
O -2.385 -0.285 -3.085
O -0.815 0.137 -4.685
O 1.250 -2.288 -0.323
O 0.971 1.516 -0.602
O -2.540 -0.763 -0.508
H 2.244 -0.340 -2.758
H 1.416 -0.873 -4.166
H 0.313 -3.126 2.000
H 1.216 -1.601 2.263
H -0.643 -1.549 2.423
H 0.183 1.076 2.440
H 1.884 1.443 2.092
H 0.460 2.353 1.567
H -2.362 1.902 -0.994
H -3.025 1.685 0.693
H -1.394 2.152 0.473
H -0.908 -2.393 0.021
H 1.939 0.022 0.399
H -2.083 -0.174 1.261
H 1.433 -1.825 -1.173
H 0.420 1.178 -1.302
H -2.522 -0.540 -1.405

34
Properties=species:S:1:pos:R:3 method="wB97M-V/def2-TZVPD" homo_lumo_gap_ev=7.84 molar_mass_da=249.24 lumo_energy_ev=3.072 total_charge=-1 spin_multiplicity=1
O 0.400 -0.389 2.185
C 0.814 -1.601 2.266
O 0.572 -2.429 3.367
O 1.559 -2.195 1.172
C 2.589 -1.338 0.697
O 2.361 -0.686 -0.360
O 3.822 -1.316 1.405
H 3.853 -0.589 2.067
C 1.026 -3.411 -3.877
C 0.758 -2.960 -2.459
C -0.198 -1.804 -2.671
O -0.943 -2.095 -3.864
C -0.323 -3.198 -4.536
H 1.378 -4.442 -3.951
H 1.775 -2.759 -4.338
H 0.258 -3.761 -1.903
H 1.656 -2.674 -1.911
H 0.343 -0.866 -2.833
H -0.885 -1.669 -1.832
H -0.969 -4.074 -4.409
H -0.239 -2.979 -5.604
C -2.302 2.932 2.315
C -1.645 3.947 1.408
C -0.932 4.844 2.401
O -0.580 4.025 3.522
C -1.264 2.767 3.406
H -2.549 1.992 1.818
H -3.223 3.351 2.735
H -0.914 3.448 0.763
H -2.348 4.489 0.772
H -1.592 5.641 2.762
H -0.031 5.300 1.982
H -0.524 2.006 3.137
H -1.705 2.498 4.369

51
Properties=species:S:1:pos:R:3 method="wB97M-V/def2-TZVPD" homo_lumo_gap_ev=2.04 molar_mass_da=596.92 lumo_energy_ev=-6.499 total_charge=+1 spin_multiplicity=1
N 2.377 -1.522 -0.788
C 2.617 -0.324 -1.412
N 3.740 -0.313 -2.461
C 4.885 0.520 -1.933
C 4.495 1.569 -0.736
C 2.929 2.052 -0.711
N 1.939 0.997 -1.148
C 0.738 0.888 -0.240
B -0.599 0.752 -1.205
O -1.908 0.227 -0.721
O -0.565 1.204 -2.633
H 2.143 -2.420 -1.309
H 2.494 -1.650 0.263
H 4.120 -1.305 -2.507
H 5.419 1.076 -2.843
H 5.720 -0.207 -1.490
H 5.143 2.552 -0.930
H 4.765 1.092 0.321
H 2.760 2.984 -1.436
H 2.730 2.481 0.382
H 0.621 1.936 0.319
H 0.814 0.084 0.605
H -1.815 0.239 0.296
H -1.527 1.266 -2.968
C -3.565 1.006 2.379
O -2.532 0.387 2.171
O -4.673 0.496 2.579
O -3.661 2.238 2.421
K 2.327 -3.834 -0.249
Be 6.527 -0.720 -3.270
C 2.627 -2.730 5.170
Cl 1.288 -3.665 5.883
Cl 4.175 -3.300 5.845
Cl 2.632 -2.953 3.402
Cl 2.414 -1.002 5.550
F 5.327 -2.730 4.056
C -5.185 -0.276 -2.876
C -4.530 0.502 -4.031
O -3.746 1.417 -3.483
H -5.794 0.375 -2.236
H -5.849 -1.050 -3.280
H -4.441 -0.780 -2.246
H -5.367 0.839 -4.662
H -4.071 -0.266 -4.672
F -1.549 -0.126 -4.366
Li 4.451 -1.579 1.594
Al -5.449 -1.997 -1.445
C -6.387 1.403 5.231
O -7.311 1.650 4.471
O -5.365 2.086 5.356
O -6.332 0.431 5.994

31
Properties=species:S:1:pos:R:3 method="wB97M-V/def2-TZVPD" homo_lumo_gap_ev=10.98 molar_mass_da=246.17 lumo_energy_ev=-2.817 total_charge=+1 spin_multiplicity=1
C -0.593 -0.272 2.362
C -1.502 -0.460 1.071
N -0.839 -1.007 -0.116
C -1.710 -1.909 -0.927
C -2.998 -1.148 -1.237
C -0.259 0.018 -0.943
C 1.576 0.024 -0.670
Br 2.197 -1.809 -0.255
C 2.282 0.937 -1.538
C 2.263 1.222 -0.074
C 1.717 2.502 0.558
C 3.494 0.910 0.642
N 4.462 0.660 1.227
H -1.303 -0.114 3.205
H -0.077 -1.243 2.449
H 0.000 0.559 2.258
H -2.016 0.404 0.791
H -2.346 -1.026 1.408
H -0.125 -1.675 0.188
H -1.315 -2.335 -1.897
H -1.971 -2.640 -0.253
H -3.423 -1.702 -2.022
H -3.615 -1.045 -0.216
H -2.856 -0.132 -1.593
H -0.184 -0.320 -2.021
H -0.421 1.024 -0.570
H 1.587 1.634 -2.134
H 3.326 0.712 -1.832
H 0.833 2.736 -0.120
H 2.509 3.272 0.729
H 1.309 2.224 1.530

34
Properties=species:S:1:pos:R:3 method="wB97M-V/def2-TZVPD" homo_lumo_gap_ev="5.18 / 6.31" molar_mass_da=461.46 lumo_energy_ev="0.445 / -2.001" spin_multiplicity=6
Ir -0.600 1.453 0.178
Cl -0.100 3.329 -0.879
Cl 0.225 1.983 2.256
C 1.216 -0.737 -0.253
H 1.925 -1.324 -0.859
H 1.881 -0.236 0.564
C -0.819 0.127 -1.360
C 0.580 -0.820 -1.681
H -1.548 -0.659 -1.065
C 1.241 -0.314 -3.003
H 0.212 -1.862 -1.997
C 0.868 1.059 -3.465
H 2.289 -0.304 -2.771
H 1.126 -0.989 -3.858
C -0.630 1.288 -3.695
H 1.176 1.840 -2.775
H 1.388 1.320 -4.395
C -1.503 0.789 -2.563
H -0.844 2.341 -3.921
H -0.898 0.773 -4.615
H -2.062 1.619 -2.143
H -2.256 0.085 -2.945
S -0.044 -1.493 0.812
C -0.119 -1.157 2.491
N 0.880 -1.267 3.389
C 0.423 -0.900 4.725
C -1.039 -0.569 4.534
N -1.284 -0.849 3.124
H 1.817 -1.451 3.115
H 0.997 -0.050 5.103
H 0.547 -1.738 5.416
H -1.269 0.479 4.750
H -1.678 -1.194 5.160
H -2.096 -0.573 2.629